1.
19
Properties=species:S:1:pos:R:3:forces:R:3 method="wB97M-V/def2-TZVPD" smiles=CCSSCC[NH3+] total_energy_ha=-1010.44283 homo_lumo_gap_ev=8.7023 e_above_lowest_kcal_mol=33.0 charge=+1 homo_ev=-12.38
C -2.7844 1.8753 -1.2802 -1.0 2.3 -1.5
C -2.2620 1.4583 0.1312 -0.4 -0.9 -0.8
S -1.3064 -0.0505 -0.4303 0.1 0.1 -0.3
S 0.0719 -0.8275 0.8650 -0.6 -0.6 0.3
C 1.5364 0.1947 0.7274 -1.5 3.7 1.7
C 2.8498 -0.4804 0.5350 0.1 0.2 1.3
N 2.7989 -1.4159 -0.6765 -0.4 -1.2 1.6
H -3.7032 1.3791 -1.5479 -0.3 -0.8 0.2
H -2.1277 1.6941 -2.2352 -0.7 0.5 2.3
H -3.2180 2.9892 -1.3443 1.6 -2.1 0.5
H -3.0719 1.1817 0.8698 0.9 0.3 -1.0
H -1.6111 2.2058 0.5418 0.4 0.2 0.2
H 1.3479 1.0031 0.0040 0.1 -0.7 -0.5
H 1.4682 0.9081 1.6797 1.0 -1.8 -1.5
H 3.5730 0.2938 0.3180 0.4 -0.1 -0.1
H 3.1588 -0.9501 1.5272 -0.2 -0.3 -1.8
H 1.8785 -1.9412 -0.6903 0.5 1.1 -0.1
H 2.9690 -0.9107 -1.5624 0.0 -0.6 0.5
H 3.4578 -2.1802 -0.4604 0.2 0.5 -0.9

---

2.
17
Properties=species:S:1:pos:R:3:forces:R:3 method="wB97M-V/def2-TZVPD" smiles=CCO.CC total_energy_ha=-234.75746 homo_lumo_gap_ev=11.1825 e_above_lowest_kcal_mol=47.2 charge=0 homo_ev=-10.23
C 1.6132 -0.1603 -0.4875 -7.4 -1.4 -0.9
C 1.0554 1.2383 -0.8504 0.8 0.7 -0.8
O 1.1294 2.1498 0.2345 0.1 0.3 -0.5
H 2.5131 -0.5412 -0.2925 4.6 0.3 0.5
H 1.2756 -0.9420 -1.3201 0.2 1.6 1.7
H 1.0518 -0.4300 0.4735 0.3 -0.2 -1.2
H 1.7657 1.6067 -1.5750 -0.2 0.5 -0.8
H -0.0189 1.3871 -1.2380 1.6 -1.4 0.2
H 1.2528 1.5696 0.9573 0.2 -0.4 1.7
C -1.9588 -1.3328 -0.2278 1.7 4.1 0.6
C -1.6469 -1.6488 1.2369 -3.1 0.8 0.2
H -2.6388 -0.4481 -0.1511 0.5 -0.4 -0.5
H -1.0658 -0.9478 -0.8505 -1.2 -0.9 1.0
H -2.4946 -2.0212 -0.7631 -1.1 -2.1 -1.1
H -1.4203 -2.6820 1.3855 0.7 -0.4 0.4
H -2.6413 -1.4213 1.8160 1.7 -0.8 -0.8
H -0.9922 -0.9071 1.6544 0.8 -0.2 0.2

---

3.
17
Properties=species:S:1:pos:R:3:forces:R:3 method="wB97M-V/def2-TZVPD" smiles=CCO.CC total_energy_ha=-234.79667 homo_lumo_gap_ev=11.1267 e_above_lowest_kcal_mol=22.6 charge=0 homo_ev=-10.15
C -0.0527 0.7400 -2.6002 0.2 0.0 -1.0
C 0.3435 1.0894 -1.1735 0.2 -1.3 -0.9
O 1.7324 0.9813 -0.9423 2.4 -0.5 -1.0
H -1.1146 0.7938 -2.7566 -0.7 0.3 0.2
H 0.1729 -0.2748 -2.9865 0.4 0.3 0.8
H 0.3737 1.4391 -3.3286 0.1 0.0 0.2
H 0.0311 2.1129 -0.9179 0.1 -0.4 0.0
H -0.0931 0.3398 -0.5181 -0.6 0.3 0.3
H 2.2920 0.4726 -1.6265 -2.0 1.2 1.4
C -0.6655 -1.6478 1.9253 1.2 -1.7 -0.6
C -0.2141 -0.2463 2.3111 -2.9 0.6 -2.3
H -1.1423 -2.1598 2.7487 -0.4 0.0 0.3
H -1.3448 -1.7638 1.0414 0.7 0.5 0.7
H 0.2521 -2.2922 1.7340 -1.1 0.7 0.0
H 0.6955 0.0276 1.8426 1.0 0.3 -0.1
H -0.2604 -0.0685 3.3357 0.5 0.1 1.8
H -1.0058 0.4567 1.9116 0.9 -0.4 0.3

---

4.
17
Properties=species:S:1:pos:R:3:forces:R:3 method="wB97M-V/def2-TZVPD" smiles=CCO.CC total_energy_ha=-234.80237 homo_lumo_gap_ev=11.1345 e_above_lowest_kcal_mol=19.0 charge=0 homo_ev=-10.23
C -2.2523 -0.4739 0.3486 -0.1 0.1 1.2
C -2.0634 -0.9242 -1.0726 0.3 -1.1 -0.4
O -2.6732 -2.2229 -1.2122 0.2 0.0 -0.1
H -2.0547 -1.3336 1.0303 -0.6 0.1 -0.5
H -3.2480 -0.0518 0.5330 0.2 -0.3 0.1
H -1.5202 0.1984 0.7861 0.2 0.7 -0.7
H -2.5841 -0.3935 -1.8787 0.5 0.7 0.5
H -0.9750 -1.0026 -1.2822 -0.6 0.1 -0.2
H -2.8053 -2.5560 -0.3239 0.0 -0.3 0.0
C 2.7239 1.0857 -0.3316 -0.4 -0.1 -1.1
C 2.3142 1.1002 1.1501 1.3 -0.8 -0.5
H 3.8197 0.9794 -0.5546 -1.0 -0.2 0.6
H 2.1542 0.3057 -0.9102 0.7 0.6 0.5
H 2.4401 2.0507 -0.7871 0.1 -0.3 0.1
H 2.5169 0.1229 1.6219 0.0 0.4 -0.1
H 1.2526 1.2710 1.2524 -0.2 0.4 0.1
H 2.9544 1.8442 1.6307 -0.6 0.0 0.4

---

5.
17
Properties=species:S:1:pos:R:3:forces:R:3 method="wB97M-V/def2-TZVPD" smiles=CCO.CC total_energy_ha=-234.80145 homo_lumo_gap_ev=11.1413 e_above_lowest_kcal_mol=19.6 charge=0 homo_ev=-10.17
C 0.7618 -1.2018 1.3183 0.1 -1.8 0.2
C -0.7480 -1.2116 1.3864 -0.6 0.6 0.1
O -1.3677 -2.4749 1.6169 1.2 -0.2 -0.2
H 1.0692 -0.3381 0.7416 0.4 0.3 0.4
H 1.1971 -2.0896 0.8376 -0.6 0.1 -0.6
H 1.2029 -1.3655 2.3025 0.0 1.0 0.2
H -1.0654 -0.5390 2.1935 0.1 0.1 0.0
H -1.1442 -0.7772 0.4690 0.0 -0.1 -0.2
H -2.2537 -2.2854 1.8956 -0.7 0.0 0.2
C -0.3843 1.1428 -1.5746 1.0 1.4 -1.3
C 0.9922 1.8830 -1.5432 -1.3 -0.3 -0.6
H -1.0684 1.7785 -2.1318 -0.3 0.0 -0.1
H -0.2681 0.2602 -2.1857 -0.3 -0.7 0.4
H -0.8159 1.0225 -0.5967 0.1 -0.4 0.3
H 1.6339 1.3608 -0.8523 0.5 0.4 0.4
H 0.7778 2.9302 -1.3564 0.5 0.1 0.8
H 1.4810 1.9050 -2.5207 -0.1 -0.4 0.0

---

6.
17
Properties=species:S:1:pos:R:3:forces:R:3 method="wB97M-V/def2-TZVPD" total_energy_ha=-234.40236 s_squared=0.7542 spin_multiplicity=2 homo_lumo_gap_ev="8.2575 / 1.6990" e_above_lowest_kcal_mol=24.0 charge=+1 homo_ev="-12.99 / -12.99"
C -0.6161 2.6745 -4.7004 1.9 0.4 0.8
O -0.6457 3.9848 -5.1589 -0.3 -0.3 0.2
H -0.3439 2.0586 -5.5704 -0.8 -0.3 -0.3
H -1.5628 2.3688 -4.2164 -0.6 0.0 -0.6
H 0.1532 2.5824 -3.9332 -0.1 -0.1 0.1
H -0.0619 4.5441 -4.5915 -0.1 0.3 -0.1
C -0.3350 -1.1747 3.6069 -1.1 0.2 -0.5
C 0.8560 -1.5632 2.7727 1.1 0.1 -1.1
C 0.4753 -2.2420 1.4379 -0.1 0.5 0.7
H -1.0142 -2.0322 3.5873 -0.1 0.1 0.4
H -0.2461 -0.7907 4.6212 0.7 -0.5 0.1
H -0.8765 -0.3490 3.1269 0.0 -0.2 -0.3
H 1.4432 -0.7118 2.4104 -0.1 0.3 0.6
H 1.5919 -2.2141 3.2476 -0.3 0.0 0.5
H 1.3897 -2.3922 0.8687 -0.1 -0.3 -0.1
H -0.1679 -1.5609 0.8781 -0.1 -0.2 -0.1
H -0.0391 -3.1824 1.6132 -0.1 -0.2 -0.2

---

7.
17
Properties=species:S:1:pos:R:3:forces:R:3 method="wB97M-V/def2-TZVPD" total_energy_ha=-234.41952 s_squared=0.7543 spin_multiplicity=2 homo_lumo_gap_ev="11.5582 / 4.7582" e_above_lowest_kcal_mol=13.2 charge=+1 homo_ev="-15.37 / -15.20"
C 1.5662 1.5379 1.5215 0.3 1.9 0.7
C 1.4650 0.0652 1.7095 -0.4 -1.7 -0.9
H 2.5476 1.9105 1.2447 0.5 -0.5 0.0
H 0.9447 2.1160 0.8103 -0.4 -0.9 0.1
H 1.3768 2.0357 2.4866 -0.1 -0.1 -0.2
H 1.4458 -0.4885 0.7206 0.4 0.3 0.8
H 0.5647 -0.2959 2.2062 -0.3 0.5 0.1
H 2.2699 -0.3993 2.3015 0.0 0.4 -0.4
C -0.9134 -1.0564 -1.8440 0.3 -1.9 0.6
C -2.2598 -0.7083 -1.2476 -0.7 1.6 0.5
O 0.1131 -0.5871 -1.0045 0.5 0.5 -1.0
H -0.7640 -2.1408 -1.9180 0.1 0.3 0.0
H -0.6409 -0.6515 -2.8549 -0.4 0.4 0.2
H -2.4630 -1.2122 -0.2943 0.6 -0.2 -0.3
H 0.1252 0.4084 -0.9424 -0.2 -0.5 0.3
H -3.1281 -0.9039 -1.8665 0.3 -0.1 -0.6
H -2.2498 0.3703 -1.0287 -0.3 -0.2 -0.1

---

8.
18
Properties=species:S:1:pos:R:3:forces:R:3 method="wB97M-V/def2-TZVPD" smiles=CC[C@H](C)O.O total_energy_ha=-310.06747 homo_lumo_gap_ev=11.1663 e_above_lowest_kcal_mol=3.4 charge=0 homo_ev=-10.34
C 0.3656 2.5477 0.3832 -0.8 -0.8 0.3
C -0.6743 1.4765 -0.1062 -0.2 0.3 -0.1
C -0.0178 0.1090 -0.3096 -0.3 1.3 -1.0
C -0.9749 -0.9045 -0.9275 0.3 -0.1 -0.2
O 0.3484 -0.3652 0.9486 1.2 -0.6 1.3
H 1.2871 2.5889 -0.2215 -0.5 -0.1 0.1
H 0.6268 2.2087 1.3998 0.2 0.6 -0.2
H -0.0576 3.5641 0.4492 0.1 -0.5 0.0
H -1.4154 1.2098 0.6716 0.1 0.8 -0.2
H -1.2323 1.7957 -1.0074 0.4 -0.1 0.3
H 0.8627 0.3109 -0.9529 -0.1 -0.6 0.1
H -0.4435 -1.8626 -1.0551 -0.3 0.3 0.0
H -1.3128 -0.5551 -1.9176 0.1 -0.2 0.4
H -1.8610 -1.0755 -0.2934 0.4 0.2 -0.1
H 1.0186 0.2139 1.3680 -0.6 -0.5 -0.5
O 1.3932 -3.9762 0.7628 -0.7 0.6 -0.8
H 1.0163 -3.0862 0.9475 0.3 -0.8 -0.2
H 1.0707 -4.1998 -0.1395 0.3 0.3 1.0

---

9.
18
Properties=species:S:1:pos:R:3:forces:R:3 method="wB97M-V/def2-TZVPD" smiles="C/C=C/C.O.O" total_energy_ha=-310.03023 homo_lumo_gap_ev=9.9951 e_above_lowest_kcal_mol=26.8 charge=0 homo_ev=-9.34
C -2.7794 -1.4312 1.3752 -1.7 -0.2 0.3
C -1.3065 -1.3990 1.5740 0.2 -0.1 -1.7
C -0.4175 -0.8554 0.7515 1.2 1.0 0.0
C 1.0773 -1.0296 0.9137 -0.8 -1.5 -0.1
H -3.3474 -0.8829 0.6150 1.2 0.7 -0.4
H -3.1124 -2.4474 1.0913 0.2 0.1 0.8
H -3.2922 -1.0672 2.2780 0.0 -0.7 0.1
H -0.9008 -2.0945 2.3007 -0.2 0.1 0.4
H -0.6137 -0.1645 -0.0681 -0.8 -0.2 0.1
H 1.1858 -1.6582 1.8034 0.7 0.5 0.1
H 1.4481 -1.6520 0.0857 0.0 0.2 0.0
H 1.6632 -0.1179 0.8920 -0.1 0.2 0.4
O -2.6966 2.5992 -5.2166 -0.2 -1.2 0.7
H -3.3762 1.9435 -5.4441 0.0 0.5 -0.4
H -2.2882 2.0994 -4.4848 0.2 0.7 -0.3
O 6.1745 3.1291 0.4572 0.6 -0.8 0.3
H 6.9334 2.6683 0.8572 -0.1 0.6 -0.1
H 5.6486 2.3603 0.2188 -0.5 0.1 -0.2

---

10.
18
Properties=species:S:1:pos:R:3:forces:R:3 method="wB97M-V/def2-TZVPD" smiles="C=C(C)C.O.O" total_energy_ha=-310.04779 homo_lumo_gap_ev=10.3040 e_above_lowest_kcal_mol=15.8 charge=0 homo_ev=-9.62
C -0.3725 1.5881 0.7112 0.4 0.2 -0.3
C 0.7314 0.9937 0.2501 -1.6 0.1 -0.7
C 0.6324 -0.4519 -0.1847 0.9 0.5 -0.2
C 1.8958 1.7856 -0.2777 0.4 -0.3 1.4
H -0.4274 2.6509 0.8866 0.1 0.2 0.1
H -1.3118 1.0666 0.7434 -0.1 -0.3 0.5
H -0.3318 -0.9081 -0.0096 -0.2 0.1 0.1
H 1.3967 -1.0698 0.2818 0.1 -0.1 0.0
H 0.8403 -0.4328 -1.2582 -0.1 -0.4 -0.1
H 1.8993 2.8178 0.0664 -0.2 0.1 0.0
H 1.8432 1.7816 -1.3509 0.2 -0.1 -0.6
H 2.8341 1.3439 0.0756 0.1 0.0 -0.4
O -4.8944 -3.7435 -3.3964 0.1 0.2 -0.3
H -4.7877 -3.3177 -4.2603 -0.1 -0.2 0.3
H -3.9965 -3.8333 -3.0630 0.0 0.0 0.0
O 2.3026 0.5555 3.2196 0.3 0.2 -0.2
H 1.8068 0.8540 2.4463 -0.2 0.0 0.1
H 3.1365 1.0407 3.1592 -0.2 -0.2 0.1

---

11.
18
Properties=species:S:1:pos:R:3:forces:R:3 method="wB97M-V/def2-TZVPD" smiles=CC[C@@H](C)O.O total_energy_ha=-310.06160 homo_lumo_gap_ev=10.8976 e_above_lowest_kcal_mol=7.1 charge=0 homo_ev=-10.16
C 0.7825 1.3888 1.0751 -1.0 -0.7 -0.2
C -0.0574 0.5807 0.0454 0.4 0.7 0.5
C 0.7811 0.0568 -1.1027 0.2 0.1 -0.4
C -0.0775 -0.6624 -2.1756 -0.1 0.6 1.2
O 1.5734 1.1107 -1.6831 -0.4 -0.2 -0.2
H 1.7920 0.9912 1.0600 0.2 0.2 0.4
H 0.7806 2.4603 0.8872 0.2 -0.1 -0.3
H 0.2823 1.2352 2.0381 0.5 0.1 0.1
H -0.8989 1.2171 -0.2522 0.0 -0.3 -0.4
H -0.4657 -0.2957 0.5387 -0.2 -0.2 0.2
H 1.5300 -0.6122 -0.6639 -0.1 -0.1 -0.2
H -0.1422 -1.7376 -1.9994 0.3 0.1 -0.3
H 0.2678 -0.3914 -3.1669 0.1 -0.4 -0.2
H -1.0890 -0.2817 -2.0386 -0.2 0.0 -0.3
H 1.0477 1.4758 -2.4042 0.2 0.2 0.1
O -1.7466 -2.4166 3.2233 0.2 -0.2 0.0
H -2.0784 -2.1195 4.0746 -0.1 0.1 -0.1
H -2.2816 -1.9995 2.5442 -0.1 0.1 0.1

---

12.
18
Properties=species:S:1:pos:R:3:forces:R:3 method="wB97M-V/def2-TZVPD" total_energy_ha=-309.63676 s_squared=0.7563 spin_multiplicity=2 homo_lumo_gap_ev="13.0724 / 3.6703" e_above_lowest_kcal_mol=58.0 charge=+1 homo_ev="-16.02 / -13.96"
C -1.2952 0.5919 -0.9288 -0.6 -0.1 -2.4
O -1.0367 1.2621 -2.2029 -0.5 2.5 5.2
C -1.7884 -0.8590 -1.1459 2.3 -0.4 1.1
H -2.0249 1.2417 -0.4142 0.4 0.0 0.1
H -0.2835 0.7733 -0.4755 -0.2 -0.4 0.5
H -1.0158 0.6702 -2.8780 0.2 -3.2 -3.6
H -2.5950 -0.8423 -1.8309 -1.0 0.0 -0.6
H -2.0958 -1.3868 -0.2009 0.3 0.8 -0.9
H -0.9663 -1.4908 -1.6118 -0.9 0.7 0.6
C 1.0940 0.3670 1.7324 3.8 -1.3 -1.3
O 2.3015 1.1791 1.3941 -2.0 0.0 0.9
C 1.4551 -0.9687 0.8908 1.2 1.6 0.7
H 0.2798 0.8670 1.2754 -1.4 0.8 -0.4
H 0.9407 0.3401 2.8558 0.2 -0.3 -1.3
H 2.1134 2.1303 1.5545 0.2 -0.6 0.2
H 2.1998 -0.6987 0.1003 -1.0 0.3 0.4
H 0.6637 -1.5141 0.4373 -1.0 -0.2 -0.1
H 2.0536 -1.6622 1.4482 0.0 -0.4 0.8

---

What did the sixth record say?
17
Properties=species:S:1:pos:R:3:forces:R:3 method="wB97M-V/def2-TZVPD" total_energy_ha=-234.40236 s_squared=0.7542 spin_multiplicity=2 homo_lumo_gap_ev="8.2575 / 1.6990" e_above_lowest_kcal_mol=24.0 charge=+1 homo_ev="-12.99 / -12.99"
C -0.6161 2.6745 -4.7004 1.9 0.4 0.8
O -0.6457 3.9848 -5.1589 -0.3 -0.3 0.2
H -0.3439 2.0586 -5.5704 -0.8 -0.3 -0.3
H -1.5628 2.3688 -4.2164 -0.6 0.0 -0.6
H 0.1532 2.5824 -3.9332 -0.1 -0.1 0.1
H -0.0619 4.5441 -4.5915 -0.1 0.3 -0.1
C -0.3350 -1.1747 3.6069 -1.1 0.2 -0.5
C 0.8560 -1.5632 2.7727 1.1 0.1 -1.1
C 0.4753 -2.2420 1.4379 -0.1 0.5 0.7
H -1.0142 -2.0322 3.5873 -0.1 0.1 0.4
H -0.2461 -0.7907 4.6212 0.7 -0.5 0.1
H -0.8765 -0.3490 3.1269 0.0 -0.2 -0.3
H 1.4432 -0.7118 2.4104 -0.1 0.3 0.6
H 1.5919 -2.2141 3.2476 -0.3 0.0 0.5
H 1.3897 -2.3922 0.8687 -0.1 -0.3 -0.1
H -0.1679 -1.5609 0.8781 -0.1 -0.2 -0.1
H -0.0391 -3.1824 1.6132 -0.1 -0.2 -0.2